A molecular structure, C6H18FeO6. Source: OMol25; level of theory: wB97M-V/def2-TZVPD.

Structure (XYZ):
```
31
C6H18FeO6 | OMol25 | wB97M-V/def2-TZVPD
Fe 0.12660 -0.08670 -0.14272
C -0.07134 -2.15495 2.02453
C 0.03392 -3.01945 0.78444
O -0.12679 -2.18257 -0.40783
O 0.63554 -0.91860 1.77027
H 0.38970 -2.70567 2.84352
H -1.10736 -1.97255 2.31560
H -0.71314 -3.80833 0.77247
H 1.03128 -3.45744 0.73582
H -0.26374 -2.78341 -1.14851
H 1.05385 -0.60741 2.57750
C -2.26682 1.10937 -1.70739
C -2.85766 0.39114 -0.50962
O -1.82191 0.21501 0.49258
O -0.85817 0.79821 -1.87929
H -2.34823 2.19609 -1.59072
H -2.82652 0.88131 -2.61408
H -3.13954 -0.61533 -0.81681
H -3.69359 0.94890 -0.10441
H -2.11789 0.46317 1.37331
H -0.60581 1.28069 -2.67369
C 2.62342 1.52856 -0.86945
C 2.13019 2.05373 0.45179
O 0.69717 1.85814 0.48335
O 2.09287 0.21404 -1.05379
H 3.71335 1.56962 -0.87414
H 2.28702 2.17453 -1.68597
H 2.43070 3.09455 0.56422
H 2.57272 1.48564 1.27507
H 0.31979 2.38502 1.19520
H 2.68037 -0.33533 -1.58124
```

## Properties
E	-53171.2871	eV
LUMO energy (alpha / beta)	-6.11 / -6.42	eV
ΔE to the lowest compared entry with this formula, charge and spin	2.6	kcal per mole
Kohn-Sham gap (alpha / beta)	11.86 / 10.01	eV
2S+1	5
E_HOMO (alpha / beta)	-17.97 / -16.43	eV
net charge	+2